C20H19Br2N4PdS | ωB97M-V with the def2-TZVPD basis set

Computed properties:
* total charge: -1
* HOMO-LUMO gap: 6.455 eV
* HOMO: -4.208 eV

Each line ends with the Mulliken charge.
Positions of all 47 atoms, in Å:
Pd -1.3481 -16.6576 4.8460  -0.01
Br -1.0930 -23.2283 2.2748  -0.18
Br -4.7923 -18.4883 6.9387  -0.24
S 1.1211 -16.1563 5.1070  -0.47
N 1.6767 -9.9809 9.1349  -0.57
N 1.9643 -14.4720 3.1182  -0.49
N -2.9365 -19.1896 0.7195  -0.54
N -2.9109 -17.2430 2.8424  -0.39
C -4.0820 -17.9616 5.2086  0.37
C 0.8698 -16.5082 2.3541  -0.27
C 0.7718 -16.0046 1.0902  -0.29
C 1.2620 -14.7309 0.8303  -0.51
C -3.3453 -18.4646 3.0019  0.64
C -3.9485 -18.8861 4.2062  -0.62
C -0.1780 -12.2229 7.4691  -1.48
C -2.5149 -20.7753 2.4521  -0.49
C 1.5969 -10.7684 8.2877  -0.26
C -2.9356 -19.5160 2.0167  0.66
C -2.4655 -20.1701 -0.2009  -0.41
C 1.2649 -11.7830 7.2345  1.90
C -1.9714 -21.4209 0.2267  -0.23
C 1.3965 -15.6570 3.3930  0.28
C 2.1590 -12.9903 7.3047  -1.45
C 1.4662 -11.1556 5.8451  -1.40
C -1.8812 -21.6457 1.6329  -0.20
C 1.9164 -14.0312 1.8227  -0.24
C -3.0715 -16.3388 3.8187  -0.71
C -3.5402 -16.6395 5.1630  -0.83
H 2.3444 -13.0597 1.5766  0.33
H -0.9727 -11.4700 7.1571  0.37
H 0.9740 -14.3731 -0.1439  0.33
H -1.7179 -22.1379 -0.5832  0.35
H 3.1377 -12.5177 7.1783  0.44
H -2.5800 -21.0014 3.4670  0.55
H -0.2804 -12.4104 8.5438  0.40
H 1.8112 -13.6774 6.5289  0.23
H 0.4833 -10.9926 5.4507  0.33
H 2.1160 -11.8009 5.2224  0.32
H 0.6362 -17.5976 2.5394  0.32
H -2.5682 -19.9343 -1.2552  0.41
H 2.1067 -13.4597 8.3066  0.39
H 0.4718 -16.6771 0.2778  0.36
H -3.8165 -15.9229 5.8933  0.58
H -4.3371 -19.9079 4.4234  0.37
H -0.2625 -13.1253 6.8780  0.38
H 2.0183 -10.2108 5.9370  0.36
H -2.9971 -15.3060 3.5872  0.57

Atomic forces in eV per Å
0.645 0.267 0.536
-0.027 -0.090 0.073
0.013 -0.032 -0.600
-0.163 0.206 -0.902
0.198 -0.749 -0.880
-0.139 -0.176 -0.934
1.152 -1.909 -1.618
-0.308 -0.195 -1.252
0.877 0.561 1.266
0.550 -0.886 0.697
0.524 -1.037 0.135
-0.507 0.093 -0.312
0.347 -1.045 0.779
-1.029 -0.646 0.783
-0.675 0.971 0.044
0.527 0.582 0.199
-0.434 0.304 0.562
-0.274 0.551 -1.810
-0.884 0.443 3.225
-0.351 1.026 0.267
-0.059 1.120 -0.632
-0.832 -0.370 0.334
0.307 0.345 1.240
1.034 0.215 0.232
-0.777 -0.361 -2.520
-0.665 -0.559 0.518
-0.186 0.530 1.899
-0.089 -2.143 -2.211
0.064 -0.130 0.401
1.111 -0.820 0.355
0.697 0.691 -0.251
0.183 0.376 1.080
0.370 -1.049 -0.277
0.069 -0.225 1.609
-0.314 -0.307 -0.295
0.661 -0.118 0.030
-0.227 0.215 -0.811
-0.815 0.163 0.088
0.063 1.582 0.132
0.047 0.082 0.193
0.089 0.041 -0.541
-0.300 0.509 0.257
-0.070 0.615 0.376
0.408 0.896 -0.609
-0.583 -0.331 0.019
-0.359 -0.045 -0.131
0.132 0.841 -0.744